1.
Below is a 2-piece molecular cluster, H5N2P overall at a distorted geometry, with properties calculated with ωB97M-V/def2-TZVPD.

calculated total energy	-453.69544	hartree
relative energy (zero: lowest compared OMol25 entry of this formula, charge and spin)	95.87	kcal per mole
Kohn-Sham gap (spin up / spin down)	0.2995 / 0.2742	Eh
LUMO (spin up / spin down)	-0.193 / -0.240	eV
HOMO level (spin up / spin down)	-8.3 / -7.7	eV
M	64.03	g mol⁻¹

Positions of all 8 atoms, in Å:
N (1.186, 0.668, -0.025)
N (0.157, -0.097, -0.652)
P (-1.414, 0.338, -0.427)
H (2.095, 0.349, -0.227)
H (1.035, 0.572, 1.005)
H (0.275, -1.134, -0.749)
H (-1.363, 0.197, 2.010)
H (-1.971, -0.894, -0.935)


2.
Below is a 2-piece molecular cluster, H5N2PS overall at a distorted geometry, with properties calculated with ωB97M-V/def2-TZVPD.

calculated total energy	-851.94093	hartree
relative energy (zero: lowest compared OMol25 entry of this formula, charge and spin)	81.88	kcal per mole
Kohn-Sham gap	0.3077	Eh
LUMO	-0.035	eV
HOMO level	-8.4	eV
M	96.09	g mol⁻¹

Positions of all 9 atoms, in Å:
H (-2.056, -0.789, 0.242)
P (-1.071, 0.120, -0.083)
N (-0.606, -0.830, -1.378)
N (0.563, -0.654, -1.886)
H (1.017, -1.137, -2.695)
H (0.998, 0.316, -1.701)
S (0.422, 1.483, 2.769)
H (1.070, 0.301, 2.956)
H (-0.337, 1.191, 1.776)


3.
Below is a 2-piece molecular cluster, H5N3S overall at a distorted geometry, with properties calculated with ωB97M-V/def2-TZVPD.

calculated total energy	-565.24649	hartree
relative energy (zero: lowest compared OMol25 entry of this formula, charge and spin)	91.99	kcal per mole
Kohn-Sham gap (spin up / spin down)	0.2727 / 0.2912	Eh
LUMO (spin up / spin down)	0.097 / 0.076	eV
HOMO level (spin up / spin down)	-7.3 / -7.8	eV
M	79.13	g mol⁻¹

Positions of all 9 atoms, in Å:
N (-1.402, -0.861, 0.233)
N (1.881, 0.487, 0.413)
N (-0.383, 0.015, 0.033)
S (0.981, -0.628, -0.512)
H (-1.694, -1.647, -0.439)
H (-2.198, -0.516, 0.820)
H (2.662, 0.997, -0.043)
H (1.127, 1.091, 0.826)
H (-0.974, 1.061, -1.332)


4.
Below is a 2-piece molecular cluster, H5N3S2 overall at a distorted geometry, with properties calculated with ωB97M-V/def2-TZVPD.

calculated total energy	-963.51265	hartree
relative energy (zero: lowest compared OMol25 entry of this formula, charge and spin)	34.94	kcal per mole
Kohn-Sham gap (spin up / spin down)	0.2825 / 0.2633	Eh
LUMO (spin up / spin down)	-0.815 / -1.110	eV
HOMO level (spin up / spin down)	-8.5 / -8.3	eV
M	111.19	g mol⁻¹

Positions of all 10 atoms, in Å:
N (1.141, -1.303, 0.066)
N (-1.427, 0.405, 0.221)
N (-0.276, 0.906, -0.212)
S (-1.833, -1.235, -0.141)
S (-0.044, 2.511, 0.017)
H (1.901, -1.176, -0.672)
H (1.295, -2.255, 0.491)
H (-2.237, 0.938, 0.622)
H (0.178, -1.276, -0.360)
H (1.303, 2.485, -0.032)


5.
Below is an isolated ion of composition H5N4 and charge +1 at a distorted geometry, with properties calculated with ωB97M-V/def2-TZVPD.

calculated total energy	-221.61206	hartree
relative energy (zero: lowest compared OMol25 entry of this formula, charge and spin)	40.29	kcal per mole
Kohn-Sham gap	0.3710	Eh
LUMO	-5.316	eV
HOMO level	-15.4	eV
M	61.07	g mol⁻¹
net charge	+1

Positions of all 9 atoms, in Å:
N (-1.881, -0.290, -0.019)
N (-0.331, -0.140, -0.098)
N (0.809, -0.769, 0.129)
N (1.855, -0.100, -0.159)
H (-2.166, -1.149, 0.288)
H (-2.201, -0.003, -0.912)
H (-0.108, 0.716, -0.597)
H (2.611, -0.485, 0.423)
H (2.046, 0.810, -0.757)